(1)
Below is C21H47MnNO2SSi2 as an isolated structure in a non-equilibrium geometry, with properties calculated with ωB97M-V/def2-TZVPD.

Element x y z (Å)
O (-1.749, -2.842, -1.297)
O (-2.477, -1.049, -2.487)
C (-0.274, -2.712, -1.387)
C (0.201, -3.974, -0.724)
H (0.008, -1.780, -0.873)
H (0.012, -2.671, -2.437)
H (0.278, -3.819, 0.352)
H (1.159, -4.318, -1.069)
H (-0.514, -4.795, -0.887)
C (-2.212, -2.671, 0.136)
C (-3.637, -3.036, -0.088)
H (-1.969, -1.621, 0.447)
H (-1.672, -3.372, 0.759)
H (-4.115, -2.253, -0.671)
H (-4.211, -3.258, 0.803)
H (-3.647, -3.960, -0.701)
C (-3.392, 0.073, -2.340)
C (-2.246, -1.279, -3.903)
C (-4.058, 0.207, -1.011)
H (-4.130, 0.060, -3.161)
H (-2.740, 0.925, -2.528)
H (-4.794, -0.582, -0.835)
H (-4.588, 1.173, -1.074)
H (-3.388, 0.285, -0.132)
C (-3.110, -2.465, -4.278)
H (-1.161, -1.454, -4.035)
H (-2.517, -0.359, -4.447)
H (-3.036, -3.228, -3.490)
H (-2.857, -2.930, -5.239)
H (-4.142, -2.108, -4.280)
H (-2.394, -2.088, -1.979)
Mn (1.314, 1.845, 1.244)
C (0.157, 1.263, -0.029)
Si (0.817, 1.753, -1.747)
H (-0.901, 1.558, 0.168)
H (0.170, 0.145, 0.001)
C (1.590, 0.347, -2.690)
C (1.942, 3.146, -1.150)
C (-0.578, 2.358, -2.870)
C (2.706, 0.544, 1.039)
Si (3.902, 1.455, 2.174)
H (2.964, 0.485, -0.036)
H (2.362, -0.450, 1.393)
C (4.423, 3.096, 1.398)
C (5.399, 0.330, 2.334)
C (3.173, 1.805, 3.889)
H (-0.240, 3.182, -3.527)
H (-1.440, 2.715, -2.287)
H (-0.916, 1.528, -3.519)
H (2.377, -0.180, -2.147)
H (2.039, 0.687, -3.630)
H (0.818, -0.382, -2.958)
H (1.915, 3.250, -0.017)
H (1.491, 4.069, -1.534)
H (2.964, 3.033, -1.513)
H (5.527, -0.253, 1.406)
H (5.260, -0.367, 3.179)
H (6.297, 0.944, 2.505)
H (2.524, 0.988, 4.243)
H (2.592, 2.742, 3.912)
H (4.025, 1.899, 4.579)
H (5.434, 3.316, 1.749)
H (3.764, 3.922, 1.685)
H (4.441, 3.022, 0.300)
S (0.146, 3.387, 2.516)
C (-0.232, 1.939, 3.387)
C (-0.842, 1.849, 4.636)
C (-0.931, 0.602, 5.254)
C (-0.518, -0.526, 4.538)
C (0.019, -0.408, 3.269)
N (0.267, 0.824, 2.736)
H (-1.214, 2.764, 5.082)
H (-1.341, 0.511, 6.253)
H (-0.599, -1.545, 4.976)
H (0.300, -1.290, 2.666)

Computed properties:
Kohn-Sham gap (alpha / beta) (eV): 3.71 / 6.25
HOMO level (alpha / beta) (eV): -3.8 / -6.4
Multiplicity: 6

(2)
Below is a 2-piece molecular cluster, C4H11NO2Si overall in a non-equilibrium geometry, with properties calculated with ωB97M-V/def2-TZVPD.

Element x y z (Å)
C (3.849, -0.702, 1.309)
C (-0.320, -1.202, 0.806)
C (-1.525, 1.436, 0.460)
C (0.577, 0.293, -1.744)
N (3.790, -0.430, 0.184)
O (4.064, -0.075, -0.916)
O (1.510, 1.075, 0.733)
Si (0.052, 0.495, 0.027)
H (1.472, 1.448, 1.602)
H (3.446, -0.860, 2.241)
H (-1.290, -1.500, 0.362)
H (0.166, -2.056, 0.364)
H (-0.342, -1.143, 1.918)
H (-1.447, 2.593, 0.497)
H (-2.523, 1.084, 0.155)
H (-1.634, 1.114, 1.647)
H (0.460, 1.312, -2.164)
H (1.696, 0.233, -2.029)
H (0.037, -0.525, -2.314)

Computed properties:
SMILES string: C[Si](C)(C)O.C#[N+][O-]
Kohn-Sham gap (eV): 10.32
HOMO level (eV): -9.8
Multiplicity: 1

(3)
Below is a 2-piece molecular cluster, C5H8O2 overall, with properties calculated with ωB97M-V/def2-TZVPD.

Element x y z (Å)
O (0.374, 0.799, -1.512)
C (-0.032, -0.334, 0.641)
C (-1.206, -0.820, 0.288)
C (-0.906, 0.469, -1.802)
O (-1.219, -0.414, -2.554)
C (0.668, 0.622, 1.493)
C (1.362, -0.642, 0.965)
H (0.919, 0.086, -1.881)
H (-1.299, -1.758, -0.247)
H (-2.119, -0.280, 0.520)
H (-1.596, 1.175, -1.324)
H (0.317, 0.667, 2.519)
H (1.044, 1.563, 1.091)
H (2.189, -0.482, 0.274)
H (1.482, -1.502, 1.618)

Computed properties:
SMILES string: C=C1CC1.O=CO
Kohn-Sham gap (eV): 10.35
HOMO level (eV): -9.4
Multiplicity: 1

(4)
Below is C15H32EuNO2P2 as an isolated structure in a non-equilibrium geometry, with properties calculated with ωB97M-V/def2-TZVPD.

Element x y z (Å)
Eu (0.259, 0.656, 0.298)
P (2.526, -1.403, 0.500)
C (2.503, -2.392, -1.217)
C (1.224, -2.002, -1.849)
N (0.181, -1.104, -1.646)
C (-1.095, -1.443, -2.146)
C (-1.141, -2.425, -3.085)
C (-0.054, -2.985, -3.704)
C (1.194, -2.586, -3.212)
C (-2.459, -0.864, -1.580)
P (-2.433, 0.629, -0.722)
H (2.103, -2.907, -3.642)
H (-2.158, -2.792, -3.307)
H (-0.092, -3.812, -4.367)
H (-3.186, -0.857, -2.390)
H (-2.945, -1.629, -0.976)
H (2.805, 2.056, -2.403)
H (3.241, -1.659, -1.849)
H (-0.440, 4.192, -1.862)
O (3.758, 1.922, -2.162)
H (3.858, 2.790, -2.768)
H (0.282, 2.453, 0.056)
O (-0.671, 3.689, -1.011)
H (-1.092, 4.535, -0.268)
C (-2.713, 1.812, -2.120)
H (-3.675, 1.580, -2.602)
H (-2.758, 2.868, -1.805)
H (-1.929, 1.663, -2.878)
C (-4.135, 0.706, 0.030)
H (-4.191, 1.491, 0.813)
H (-4.942, 0.911, -0.713)
H (-4.363, -0.259, 0.530)
C (2.386, -3.092, 1.008)
H (3.272, -3.503, 0.520)
H (2.255, -3.446, 1.991)
H (1.600, -3.496, 0.365)
C (4.260, -0.837, 0.744)
H (4.502, -0.632, 1.796)
H (4.910, -1.627, 0.377)
H (4.494, 0.083, 0.173)
C (-1.234, -0.072, 3.267)
C (-0.536, 1.307, 3.258)
C (-0.384, 1.822, 4.707)
C (0.793, 1.292, 2.548)
H (-0.608, -0.850, 3.725)
H (-1.529, -0.414, 2.260)
H (-2.160, -0.006, 3.857)
H (-1.209, 2.024, 2.733)
H (0.259, 1.172, 5.316)
H (0.031, 2.838, 4.731)
H (-1.351, 1.875, 5.223)
H (1.350, 2.236, 2.576)
H (1.439, 0.492, 2.884)

Computed properties:
Net charge: +2
Kohn-Sham gap (alpha / beta) (eV): 7.91 / 6.03
HOMO level (alpha / beta) (eV): -14.5 / -14.4
Multiplicity: 7

(5)
Below is one molecule with the formula C3H4N2S in a non-equilibrium geometry, with properties calculated with ωB97M-V/def2-TZVPD.

Element x y z (Å)
C (-1.093, -1.845, 0.250)
C (-1.616, 0.263, -0.434)
C (-0.578, -0.513, 0.431)
N (-1.398, -2.807, -0.300)
N (0.842, -0.330, 0.082)
S (-2.981, 0.804, 0.124)
H (-1.144, 0.210, -1.436)
H (-1.079, -0.198, 1.562)
H (1.522, -0.708, 0.802)
H (0.924, -0.834, -0.744)

Computed properties:
SMILES string: N#C[C@@H](N)C=S
Kohn-Sham gap (eV): 8.67
HOMO level (eV): -9.4
Multiplicity: 1

(6)
Below is a 2-piece molecular cluster, C4H9N overall in a non-equilibrium geometry, with properties calculated with ωB97M-V/def2-TZVPD.

Element x y z (Å)
C (1.254, -2.147, 5.159)
C (0.135, -2.512, 5.736)
H (1.542, -1.042, 4.772)
H (1.932, -3.007, 4.777)
H (-0.752, -1.913, 6.150)
H (-0.332, -3.535, 6.006)
C (-0.702, 0.600, -3.755)
C (0.048, 1.743, -3.831)
N (-0.604, 2.933, -4.301)
H (-1.711, 0.702, -3.987)
H (-0.361, -0.324, -3.464)
H (1.039, 1.982, -3.795)
H (-0.063, 3.628, -4.649)
H (-1.425, 2.894, -4.819)

Computed properties:
Net charge: +1
Kohn-Sham gap (alpha / beta) (eV): 6.98 / 3.22
HOMO level (alpha / beta) (eV): -11.7 / -11.7
Multiplicity: 2

(7)
Below is an isolated ion of composition C4H5NO4PS and charge -1 in a non-equilibrium geometry, with properties calculated with ωB97M-V/def2-TZVPD.

Element x y z (Å)
C (-0.789, 1.565, -0.657)
C (-0.574, -0.196, 0.961)
C (-0.984, 0.108, -0.394)
C (0.845, -0.073, 1.196)
N (-0.148, 2.388, -0.013)
O (1.548, 0.280, -1.495)
O (-1.346, -0.406, 1.879)
O (0.678, 2.024, 0.976)
O (2.265, -1.745, -0.198)
P (2.076, -0.090, -0.146)
S (3.805, 0.484, 0.462)
H (-1.396, 2.097, -1.409)
H (-2.065, -0.054, -0.694)
H (-0.369, -0.603, -1.139)
H (1.416, -0.210, 2.128)
H (2.671, -1.814, -1.057)

Computed properties:
Net charge: -1
Kohn-Sham gap (alpha / beta) (eV): 6.51 / 6.53
HOMO level (alpha / beta) (eV): -4.4 / -4.4
Multiplicity: 1

(8)
Below is a 2-piece molecular cluster, C3H13NSi2 overall in a non-equilibrium geometry, with properties calculated with ωB97M-V/def2-TZVPD.

Element x y z (Å)
C (-0.920, -0.051, -1.621)
C (-1.074, 1.625, 0.071)
C (0.426, -2.265, 0.377)
N (-0.787, 0.254, -0.246)
Si (-0.915, -1.051, 0.882)
Si (3.284, 2.183, -0.021)
H (0.154, 0.063, -2.098)
H (-1.186, -1.108, -1.608)
H (-1.611, 0.667, -1.942)
H (-1.513, 2.192, -0.783)
H (-1.786, 1.514, 0.925)
H (-0.158, 2.278, 0.453)
H (1.308, -1.853, 0.056)
H (0.566, -2.975, 1.283)
H (0.037, -2.936, -0.300)
H (-0.353, -0.394, 2.038)
H (-2.163, -1.902, 0.822)
H (4.476, 1.778, 0.760)
H (2.216, 1.979, 0.952)

Computed properties:
Kohn-Sham gap (eV): 7.17
HOMO level (eV): -8.2
Multiplicity: 1

The records above give, respectively, energy above the lowest of the compared OMol25 structures with the same formula, charge and spin values of 148.0 55.7 61.5 243.0 64.8 89.9 41.2 117.0 kcal/mol.
The records above give, respectively, M values of 488.8 133.2 100.1 472.3 100.1 71.1 194.1 119.3 g/mol.